1.
This record from OMol25 describes a cluster of 7 separate species, C42H94N4O10 in total. The level of theory is the ωB97M-V functional and the def2-TZVPD basis.

Geometry as ORCA input:
```
! wB97M-V def2-TZVPD RIJCOSX def2/J DEFGRID3
* xyz 0 1
O 0.06064 -6.74364 1.54087
O -4.30902 -0.67184 -2.73406
O -1.41763 -0.38996 -2.12345
O -1.23094 -0.77900 -6.02963
O -3.99387 -2.18808 -5.45381
O 2.71293 -1.24246 0.15625
O 0.66353 3.91381 -0.19272
O 0.15857 -0.46068 0.58709
O -2.00656 0.51185 7.66970
O 1.06521 -1.97611 -6.66128
N -2.01573 0.96770 6.36073
N -0.29861 4.39465 -1.18545
N -0.16293 -5.66972 0.72819
N 3.50477 -0.14601 -0.25338
C -3.53728 -2.48450 -4.14978
C 1.01812 -1.26297 -5.40882
C -1.71111 0.08496 -0.77023
C -1.33152 5.29412 -0.64903
C -2.00349 4.39235 0.37842
C -1.42099 3.30101 7.00761
C 5.43979 -1.22472 -1.57086
C -2.34500 -5.04967 1.83728
C 3.19737 -0.71022 -2.62357
C 0.42892 1.57459 6.15930
C -0.76995 5.13347 -3.58517
C -4.45926 -2.01210 -3.05905
C -1.73952 6.18862 -3.11279
C -1.62417 -5.42408 0.50703
C -1.36233 1.37552 3.61627
C 2.92449 1.04612 1.84041
C 1.08218 -6.60550 -1.27927
C -1.16752 2.53651 4.59336
C -1.86608 -4.32747 -0.60039
C -2.55383 -0.08829 5.33625
C -0.53598 0.63711 0.00273
C 4.69285 1.96475 0.29307
C 0.65032 -4.05304 -1.00004
C -2.64753 0.53587 3.93296
C -1.04902 2.07394 6.06770
C 0.96890 -5.38173 -0.18449
C 2.28779 -5.24283 0.58190
C -1.71553 -1.42993 5.15331
C 5.13200 -0.20946 1.72358
C 4.10048 0.59852 0.94223
C 5.52198 1.88220 -0.94568
C -0.87059 6.62936 -0.16688
C 1.61077 5.46547 -2.46785
C -4.01362 -0.31262 5.85949
C 4.62482 1.23968 -2.03728
C 0.78482 3.22395 -3.04503
C 4.15715 -0.24111 -1.55967
C -2.37175 5.69610 -1.77769
C -0.08143 -0.23869 -5.45211
C -0.75407 -4.21518 -1.64765
C 0.29138 4.62548 -2.52118
C -2.20565 -6.83952 -0.07500
H -1.52865 4.50607 1.35295
H -1.49213 -7.04407 -0.87322
H 1.99047 -2.10610 -6.88169
H -0.02803 -7.51711 0.97919
H 3.85241 1.85973 -2.49227
H -1.23252 7.13537 -2.92647
H -3.34000 -4.65461 1.63234
H -5.00168 -0.44884 -2.10789
H 5.02688 -1.28899 1.61555
H 2.06041 -6.81439 -1.71230
H -4.61138 -0.81613 5.09971
H -2.00024 -3.30897 -0.23601
H -2.75039 1.01592 8.00767
H 2.36356 5.04458 -1.80132
H -4.61045 0.58798 6.00374
H -1.29578 4.20811 6.41635
H 0.44752 2.97962 -0.14542
H 0.71317 1.06152 5.24057
H -2.69494 -4.68652 -1.21046
H 5.83113 2.87290 -1.27891
H -0.78305 7.42274 -0.90916
H -0.86386 3.35486 7.94292
H -3.15110 6.33634 -1.36442
H 3.25352 -5.16396 0.08267
H 5.19361 0.12172 2.76022
H -2.19476 -0.64279 -0.11863
H -2.39260 -5.94276 2.46036
H -2.62048 -0.22220 3.15021
H 6.06958 -0.86549 -0.75697
H -2.07096 3.33441 0.12486
H -1.64831 6.86769 0.55870
H 0.87037 -7.59788 -0.88125
H -1.41370 -1.90145 6.08855
H -1.96072 -7.65823 0.60162
H 1.28183 3.14030 -4.01151
H 2.35196 -0.02589 -2.69484
H 0.58291 0.96873 7.05223
H -0.20847 0.06241 -4.41226
H 5.07251 -2.16171 -1.15222
H -2.38987 6.29419 -3.98112
H -1.83559 3.39682 4.55297
H -2.39964 0.92189 -0.88677
H -2.95285 4.78841 -1.94057
H 2.36828 -5.92627 1.42721
H -2.17232 -2.09238 4.41805
H -0.26614 3.02535 4.22370
H 2.95199 2.03571 2.29654
H -4.04703 -0.87396 6.79324
H 1.21707 -3.91340 -1.92058
H 0.20432 0.70042 -5.92595
H -1.84125 -4.22905 2.34809
H 1.21641 2.32802 6.17660
H -5.52781 -2.07163 -3.26583
H 0.14597 1.12233 -0.69556
H 1.99527 5.69406 -3.46183
H -2.99975 4.78580 0.58029
H 0.65073 -3.17738 -0.35095
H 5.22952 1.00378 -2.91294
H -0.71291 1.34519 0.81231
H -2.34053 -0.54337 -2.33867
H 1.46294 2.81772 -2.29454
H 6.01245 -1.52585 -2.44806
H 1.99605 -0.87110 -5.12919
H -0.73719 -4.94532 -2.45679
H 0.82463 -2.10119 -4.73946
H 1.44148 6.44493 -2.02053
H -0.41532 5.50619 -4.54612
H -0.90486 -1.56983 -6.46535
H 1.96229 1.03734 1.32834
H -3.23130 -6.92299 -0.43441
H 1.87685 -0.85052 0.41885
H -0.03732 -1.20811 0.01738
H -0.03080 2.51577 -2.89897
H -3.67398 -1.33481 -5.75581
H -0.48355 0.75783 3.43107
H -1.43880 1.88703 2.65679
H 2.78968 0.36703 2.68229
H 0.34815 -6.63750 -2.08443
H -4.23361 -2.59294 -2.16473
H 5.26463 2.38511 1.12040
H -2.52893 -2.10158 -3.99266
H -3.51897 1.16243 3.74293
H 2.84887 -1.72980 -2.45893
H 0.16887 6.67254 0.15831
H 6.11405 -0.01049 1.29453
H 2.25015 -4.30086 1.12905
H 3.84394 2.63748 0.17108
H -1.01650 -3.28790 -2.15694
H 3.71921 -0.75481 -3.57950
H -0.74301 -1.17911 4.72978
H -1.42120 4.26890 -3.71354
H -2.40955 3.44619 7.44322
H 6.39764 1.28946 -0.68118
H -3.56638 -3.56472 -4.00703
*
```

The relative energy (zero: lowest compared OMol25 entry of this formula, charge and spin) is 435.3 kJ/mol. As for the LUMO energy: 0.21 eV. The value obtained for the frontier orbital gap is 0.2928 hartree. As for the SMILES: CC1(C)CCCC(C)(C)N1O.CC1(C)CCCC(C)(C)N1O.CC1(C)CCCC(C)(C)N1O.CC1(C)CCCC(C)(C)N1O.OCCO.OCCO.OCCO.



2.
This record from OMol25 describes the ion C11H24BNO8PS with charge +1. The level of theory is the ωB97M-V functional and the def2-TZVPD basis.

Geometry as ORCA input:
```
! wB97M-V def2-TZVPD RIJCOSX def2/J DEFGRID3
* xyz 1 1
S 1.11554 -0.92781 2.58512
P -1.73820 0.90206 1.56051
O 1.76502 1.13246 -4.10053
O -2.89790 1.67217 0.72398
O 2.40743 -1.55975 2.52382
O 1.25047 0.34592 3.19779
O 2.67615 1.80448 -2.19452
O -1.20199 1.81664 2.53621
O -2.53796 -0.29594 2.32196
O -1.47120 0.40627 -2.89416
N -0.52885 -1.89740 -0.93062
C -3.73815 -0.29803 -1.95464
C 0.14635 -2.26923 0.36732
C -0.49926 0.22159 0.35738
C 1.22616 2.16559 0.27530
C 2.67719 1.61857 0.27418
C 0.58114 -0.84193 0.83681
C 0.17339 1.33051 -0.48866
C 2.54935 0.96983 -3.25788
C 0.09735 -2.04792 3.57236
C -1.41692 -0.74191 -0.51505
C 3.15841 1.04694 -1.05957
B -2.15479 -0.15705 -1.84569
H -4.08681 -1.06281 -1.24767
H 0.92692 2.24624 1.32948
H 2.86194 -0.01335 -1.13903
H -2.23443 -1.24236 0.01826
H 0.14607 -1.45143 -1.56447
H 1.21883 3.19299 -0.09637
H -2.11795 -1.13091 2.06294
H -0.03425 -3.00118 3.05162
H -0.86151 -1.59605 3.84945
H -0.62747 2.02902 -0.77505
H -1.01937 -2.64524 -1.42483
H -1.85403 1.28807 -3.03771
H 1.54624 -0.75664 0.32580
H 4.25555 1.05252 -1.09307
H 0.52284 0.88587 -1.42671
H 0.62467 -2.25659 4.50676
H -4.27024 0.64956 -1.83180
H 3.20966 0.08092 -3.31613
H -3.92357 -0.73078 -2.94936
H 3.33084 2.46632 0.51241
H -0.66599 -2.74857 0.91774
H -2.44003 2.34491 0.19236
H 2.84189 0.90204 1.08718
H 1.01149 -2.89860 0.15681
*
```

As for the LUMO energy: -4.00 eV. The value obtained for the frontier orbital gap is 0.3535 hartree. As for the SMILES: CB(O)[C@H]1[NH2+]C[C@H](S(C)(=O)=O)[C@]1(CCCCOC=O)P(=O)(O)O.



> Among the records above, which one has the highest frontier orbital gap?

C11H24BNO8PS



> Among the records above, which one has the lowest frontier orbital gap?

C42H94N4O10



> Among the records above, which one has the highest frontier orbital gap?

C11H24BNO8PS